No. 1
# C6H39NO14

A 14-piece molecular cluster, C6H39NO14 overall (wB97M-V/def2-TZVPD, the OMol25 dataset).

Structure (XYZ):
```
60
Properties=species:S:1:pos:R:3
C -2.74 -0.29 -2.40
C -1.46 -0.82 -1.76
N -0.57 0.29 -1.33
C -0.80 0.60 0.10
C -1.05 2.08 0.37
C 0.84 0.01 -1.61
C 1.14 -0.02 -3.10
O 2.26 -0.07 -3.51
H -2.52 0.30 -3.29
H -3.39 -1.14 -2.64
H -3.31 0.31 -1.69
H -0.95 -1.47 -2.48
H -1.71 -1.49 -0.94
H 0.04 0.26 0.71
H -1.65 0.03 0.46
H -1.16 2.26 1.44
H -0.22 2.68 0.01
H -1.95 2.43 -0.15
H 1.21 -0.91 -1.15
H 1.43 0.80 -1.17
H 0.24 0.08 -3.75
H -2.73 -1.66 1.97
H -4.24 -1.92 1.75
O -3.53 -1.33 1.48
H 4.38 -2.76 1.28
H 3.67 -1.48 0.81
O 4.03 -2.33 0.49
H 2.30 0.30 2.26
H 2.90 0.70 0.95
O 2.85 -0.08 1.54
H -0.98 2.52 -3.68
H -0.99 1.80 -2.27
O -0.94 2.69 -2.72
H 1.56 -1.36 1.44
H 1.14 -2.60 0.62
O 0.97 -2.14 1.46
H -1.61 0.69 4.74
H -2.06 0.88 3.26
O -1.30 0.61 3.83
H -3.66 0.08 2.06
H -3.44 1.52 1.58
O -3.52 1.00 2.38
H 2.78 -3.09 -0.46
H 2.02 -4.41 -0.80
O 1.93 -3.45 -0.83
H 2.01 2.62 1.21
H 2.23 2.73 -0.32
O 2.62 2.39 0.51
H 1.69 -2.67 -3.95
H 1.29 -2.90 -2.46
O 0.94 -2.61 -3.34
H -0.53 -2.06 2.31
H -1.19 -1.08 3.30
O -1.32 -1.93 2.89
H 0.63 3.16 -2.13
H 1.59 4.35 -2.04
O 1.53 3.42 -1.81
H 1.65 1.77 4.00
H 0.37 1.19 3.40
O 1.27 1.52 3.15
```

Properties
orbital gap: 9.4 eV
E_HOMO: -9.15 eV
energy relative to the best compared isomer or geometry (same formula, charge and spin): 22.7 kcal per mole
E_LUMO: 0.00932 Eh

The natural (NBO) scheme yields these atomic charges, measured in e: -0.61, -0.24, -0.49, -0.23, -0.63, -0.34, 0.47, -0.54, 0.20, 0.22, 0.20, 0.23, 0.19, 0.20, 0.21, 0.21, 0.22, 0.21, 0.20, 0.24, 0.10, 0.52, 0.48, -0.98, 0.48, 0.52, -0.98, 0.51, 0.52, -1.04, 0.48, 0.51, -1.00, 0.50, 0.50, -1.01, 0.49, 0.52, -1.01, 0.50, 0.48, -0.99, 0.52, 0.49, -1.00, 0.49, 0.52, -0.99, 0.48, 0.50, -0.98, 0.51, 0.49, -1.01, 0.51, 0.48, -1.00, 0.48, 0.52, -1.00

No. 2
# C6H3AgO5

C6H3AgO5 as an isolated structure (wB97M-V/def2-TZVPD, the OMol25 dataset).

Structure (XYZ):
```
15
Properties=species:S:1:pos:R:3
C 0.88 0.10 -1.72
C 0.91 -0.65 -0.35
O 0.66 -3.19 -0.56
C 0.77 -2.09 -0.45
O 0.27 1.13 -1.78
H 1.45 -0.34 -2.55
Ag -0.36 3.15 -3.54
H 1.93 -0.49 0.09
O -1.23 1.06 2.05
C -1.82 -0.16 1.93
C -0.10 1.07 1.30
O -2.83 -0.50 2.46
O -1.09 -0.88 1.06
C -0.01 -0.12 0.69
H 0.57 1.92 1.38
```

Properties
net charge: +2
orbital gap: 6.9 eV
E_HOMO: -16.52 eV
energy relative to the best compared isomer or geometry (same formula, charge and spin): 0.0 kcal per mole
E_LUMO: -0.35497 Eh

The natural (NBO) scheme yields these atomic charges, measured in e: 0.49, -0.55, -0.14, 0.98, -0.51, 0.19, 1.00, 0.38, -0.41, 0.94, 0.15, -0.46, -0.46, 0.15, 0.25

No. 3
# C6H3Br4NO3

One molecule with the formula C6H3Br4NO3 (wB97M-V/def2-TZVPD, the OMol25 dataset).

Structure (XYZ):
```
17
Properties=species:S:1:pos:R:3
C 0.14 0.58 1.74
C -1.04 1.24 1.29
C 0.95 -0.13 0.93
C -1.72 0.93 0.17
C -1.53 -0.26 -0.68
C 1.01 -0.08 -0.47
N 1.38 -1.00 -1.29
O 1.35 -2.26 -0.69
O 1.54 -0.86 -2.51
O -1.47 -1.36 -0.19
Br -1.67 2.66 2.31
Br 2.45 -1.00 1.78
Br -3.00 2.01 -0.58
Br 1.14 1.65 -1.28
H 0.18 0.75 2.78
H -1.45 -0.15 -1.87
H 1.72 -2.72 -1.44
```

Properties
orbital gap: 7.7 eV
E_HOMO: -8.95 eV
energy relative to the best compared isomer or geometry (same formula, charge and spin): 3.8 kcal per mole
E_LUMO: -0.04677 Eh

The natural (NBO) scheme yields these atomic charges, measured in e: -0.24, -0.11, -0.06, -0.22, 0.36, -0.03, 0.34, -0.49, -0.45, -0.50, 0.13, 0.09, 0.14, 0.13, 0.25, 0.16, 0.49

No. 4
# C6H3N

C6H3N as an isolated structure (wB97M-V/def2-TZVPD, the OMol25 dataset).

Structure (XYZ):
```
10
Properties=species:S:1:pos:R:3
C 0.48 0.08 0.63
C 0.29 1.42 0.12
C -0.73 -0.52 0.50
C -2.77 0.02 0.30
C -1.72 0.83 0.05
C -1.77 -0.94 -0.28
N -0.93 1.73 -0.24
H 1.46 -0.17 1.01
H 0.99 2.25 -0.02
H -1.64 -1.80 -1.38
```

Properties
orbital gap: 8.5 eV
E_HOMO: -8.67 eV
energy relative to the best compared isomer or geometry (same formula, charge and spin): 77.7 kcal per mole
E_LUMO: -0.00787 Eh

The natural (NBO) scheme yields these atomic charges, measured in e: -0.36, 0.10, 0.02, -0.07, 0.20, -0.13, -0.46, 0.25, 0.22, 0.25

No. 5
# C6H4

One molecule with the formula C6H4 (wB97M-V/def2-TZVPD, the OMol25 dataset).

Structure (XYZ):
```
10
Properties=species:S:1:pos:R:3
C 2.11 -1.24 0.00
C 1.15 -0.46 -0.01
C -0.03 0.36 -0.02
C -0.02 1.73 0.05
C -1.30 -0.35 -0.08
C -2.22 -1.15 -0.04
H 3.19 -1.51 -0.04
H 1.00 2.27 -0.12
H -0.93 2.38 -0.03
H -2.95 -2.03 0.30
```

Properties
orbital gap: 9.3 eV
E_HOMO: -9.12 eV
energy relative to the best compared isomer or geometry (same formula, charge and spin): 25.5 kcal per mole
SMILES: C#CC(=C)C#C
E_LUMO: 0.00552 Eh

The natural (NBO) scheme yields these atomic charges, measured in e: -0.21, -0.02, -0.19, -0.29, -0.04, -0.21, 0.25, 0.21, 0.22, 0.27

No. 6
# C6H40NO14

A 14-piece molecular cluster, C6H40NO14 overall (wB97M-V/def2-TZVPD, the OMol25 dataset).

Structure (XYZ):
```
61
Properties=species:S:1:pos:R:3
O -0.98 -3.12 -1.14
C 0.13 -3.27 -1.62
C 1.39 -3.33 -0.78
C 2.07 -1.96 -0.59
C 1.29 -1.02 0.35
C 1.51 -1.45 1.81
C 0.67 -0.70 2.83
N 1.12 0.73 2.89
H 0.21 -3.42 -2.72
H 2.08 -4.01 -1.29
H 1.15 -3.75 0.22
H 3.07 -2.08 -0.14
H 2.13 -1.46 -1.54
H 0.19 -1.01 0.09
H 1.62 0.02 0.22
H 2.58 -1.45 2.06
H 1.23 -2.50 1.89
H -0.38 -0.76 2.59
H 0.82 -1.16 3.79
H 2.10 0.82 2.58
H 0.53 1.35 2.29
H 0.95 1.13 3.83
H 3.84 1.44 1.66
H 4.01 2.96 1.55
O 3.36 2.28 1.37
H -4.86 1.15 0.59
H -5.92 0.86 1.71
O -4.98 0.91 1.54
H -1.33 1.75 -2.17
H 0.07 1.95 -2.80
O -0.73 2.43 -2.47
H -1.04 -3.34 0.61
H -1.63 -2.68 1.84
O -0.94 -3.30 1.58
H -3.08 -1.58 -1.79
H -1.71 -1.00 -2.06
O -2.57 -0.78 -1.61
H 2.01 1.57 -2.18
H 1.82 1.38 -3.80
O 1.47 1.14 -2.94
H 3.03 2.36 -0.30
H 1.91 3.10 -0.98
O 2.74 2.60 -1.22
H 0.52 -0.35 -2.93
H -0.30 -1.22 -3.95
O -0.15 -1.08 -3.02
H -3.52 0.68 -1.18
H -4.17 2.00 -1.67
O -3.87 1.54 -0.87
H -3.90 -0.44 1.53
H -2.94 -1.01 0.50
O -3.24 -1.16 1.41
H -3.53 2.18 1.85
H -2.95 2.26 0.48
O -2.74 2.49 1.40
H 5.66 0.13 2.24
H 4.48 -0.84 1.84
O 4.69 0.07 2.12
H 0.16 4.60 -0.38
H -0.07 3.27 -1.16
O 0.46 3.68 -0.43
```

Properties
orbital gap (spin up / spin down): 2.4 / 10.1 eV
E_HOMO (spin up / spin down): -2.57 / -10.29 eV
energy relative to the best compared isomer or geometry (same formula, charge and spin): 5.8 kcal per mole
E_LUMO (spin up / spin down): -0.00555 / -0.00622 Eh
expectation value of S²: 0.75
2S+1: 2

The natural (NBO) scheme yields these atomic charges, measured in e: -0.60, 0.50, -0.53, -0.40, -0.42, -0.48, -0.26, -0.77, 0.13, 0.23, 0.24, 0.21, 0.21, 0.21, 0.20, 0.19, 0.25, 0.23, 0.22, 0.43, 0.44, 0.40, 0.49, 0.48, -1.07, 0.51, 0.49, -0.98, 0.48, 0.50, -0.98, 0.49, 0.49, -1.00, 0.49, 0.53, -1.01, 0.53, 0.49, -1.03, 0.51, 0.50, -1.02, 0.52, 0.48, -1.00, 0.52, 0.50, -1.00, 0.49, 0.47, -1.00, 0.48, 0.48, -0.98, 0.43, 0.41, -1.29, 0.48, 0.50, -0.99

- Which of these has the highest energy relative to the best compared isomer or geometry (same formula, charge and spin)?
  C6H3N

- What is the formula in the first record?
  C6H39NO14

Copy entry 3 word for word.
# C6H3Br4NO3

One molecule with the formula C6H3Br4NO3 (wB97M-V/def2-TZVPD, the OMol25 dataset).

Structure (XYZ):
```
17
Properties=species:S:1:pos:R:3
C 0.14 0.58 1.74
C -1.04 1.24 1.29
C 0.95 -0.13 0.93
C -1.72 0.93 0.17
C -1.53 -0.26 -0.68
C 1.01 -0.08 -0.47
N 1.38 -1.00 -1.29
O 1.35 -2.26 -0.69
O 1.54 -0.86 -2.51
O -1.47 -1.36 -0.19
Br -1.67 2.66 2.31
Br 2.45 -1.00 1.78
Br -3.00 2.01 -0.58
Br 1.14 1.65 -1.28
H 0.18 0.75 2.78
H -1.45 -0.15 -1.87
H 1.72 -2.72 -1.44
```

Properties
orbital gap: 7.7 eV
E_HOMO: -8.95 eV
energy relative to the best compared isomer or geometry (same formula, charge and spin): 3.8 kcal per mole
E_LUMO: -0.04677 Eh

The natural (NBO) scheme yields these atomic charges, measured in e: -0.24, -0.11, -0.06, -0.22, 0.36, -0.03, 0.34, -0.49, -0.45, -0.50, 0.13, 0.09, 0.14, 0.13, 0.25, 0.16, 0.49

- Which of these has the highest energy relative to the best compared isomer or geometry (same formula, charge and spin)?
  C6H3N